1.
{
  "formula": "C5H6N",
  "method": "wB97M-V/def2-TZVPD",
  "symbols": ["C", "C", "C", "C", "C", "N", "H", "H", "H", "H", "H", "H"],
  "positions_angstrom": [[-2.56553, -1.12087, -0.60216], [-3.64554, -1.46641, 0.00222], [-0.10998, -0.08007, -0.39741], [-1.48419, -0.72754, -1.28122], [0.37426, 0.56969, 0.70863], [1.79714, 0.64642, 0.82726], [0.77104, -0.16872, -1.07429], [-1.24589, -0.91064, -2.31622], [-0.20136, 1.17338, 1.47930], [2.19993, 0.64274, -0.03483], [2.18439, -0.13180, 1.46749], [1.92573, 1.57383, 1.22121]],
  "forces_ev_per_a": [[0.95, 0.70, 0.08], [-1.06, -0.47, 0.34], [-0.47, -0.31, -1.72], [3.59, 1.87, 2.58], [-4.85, -0.59, -0.88], [-0.55, -0.32, 4.31], [-0.92, -0.85, -0.01], [-0.01, 0.05, 0.01], [0.79, -1.38, -0.84], [1.92, -0.36, -3.22], [-0.40, 1.58, -1.13], [1.00, 0.08, 0.48]],
  "lowdin_charge": [-0.17, 0.21, 0.05, 0.00, -0.14, 0.18, 0.10, 0.09, 0.16, 0.11, 0.23, 0.18],
  "charge": 1,
  "mol_weight_da": 80.11,
  "homo_ev": [-12.2, -14.0],
  "spin_multiplicity": 3,
  "relative_energy_kj_mol": 455.5
}

2.
{
  "formula": "C4H9NO2",
  "method": "wB97M-V/def2-TZVPD",
  "symbols": ["C", "C", "N", "C", "O", "O", "C", "H", "H", "H", "H", "H", "H", "H", "H", "H"],
  "positions_angstrom": [[-1.89761, 0.85497, 0.73663], [-1.84506, -0.55023, 0.14239], [-0.57510, -0.80317, -0.51752], [0.64899, -0.83095, 0.05956], [1.09509, -1.29941, 1.07383], [1.37322, -0.10000, -0.97225], [2.70994, 0.24865, -0.74128], [-1.59818, 1.59227, -0.01811], [-2.90638, 1.10402, 1.07853], [-1.20951, 0.94625, 1.58405], [-2.04126, -1.31501, 0.90054], [-2.59844, -0.66809, -0.64346], [-0.30108, -0.17499, -1.27775], [3.32324, 0.01859, -1.61902], [2.82024, 1.31826, -0.51026], [3.00491, -0.35677, 0.10744]],
  "forces_ev_per_a": [[0.00, 0.04, 0.04], [-0.06, -0.05, 0.02], [0.17, 0.13, -0.24], [0.78, 0.56, -0.51], [-0.19, 0.57, -0.85], [0.17, -0.51, 0.98], [0.52, -0.20, 0.41], [-0.11, -0.09, 0.11], [0.12, -0.04, -0.01], [-0.11, -0.04, -0.11], [0.15, 0.10, -0.13], [-0.01, 0.02, 0.24], [-1.75, -0.24, -0.31], [-0.20, -0.08, 0.14], [-0.19, -0.27, 0.00], [0.70, 0.09, 0.21]],
  "lowdin_charge": [-0.09, -0.23, 0.05, -0.50, 0.12, -0.12, -0.08, 0.08, 0.07, 0.08, 0.12, 0.11, 0.14, 0.09, 0.09, 0.08],
  "mol_weight_da": 103.12,
  "homo_ev": -9.9,
  "relative_energy_kj_mol": 129.7
}

3.
{
  "formula": "C2H6NO3",
  "method": "wB97M-V/def2-TZVPD",
  "symbols": ["O", "C", "O", "C", "N", "H", "H", "H", "H", "H", "H", "O"],
  "positions_angstrom": [[1.88563, -0.46389, 1.84780], [1.07702, -0.24455, 0.92256], [1.26176, -0.37930, -0.31811], [-0.33188, 0.24216, 1.37085], [-1.40389, 0.16432, 0.36563], [-0.59507, -0.32289, 2.26531], [-0.16631, 1.27180, 1.66882], [-1.05001, -0.42396, -0.37870], [-1.52640, 1.06762, -0.06865], [0.15016, 0.35368, -2.94521], [0.39622, -0.67254, -1.87698], [0.30276, -0.59246, -2.85332]],
  "forces_ev_per_a": [[-0.27, 0.26, -0.32], [0.07, -0.43, 0.13], [-0.17, -0.02, 0.13], [0.21, -0.16, -0.19], [0.11, 0.00, 0.23], [-0.04, 0.01, 0.02], [-0.15, 0.29, 0.21], [-0.02, -0.12, -0.09], [0.02, 0.11, -0.04], [0.08, -0.08, -0.09], [0.63, 0.04, -0.05], [-0.47, 0.10, 0.05]],
  "lowdin_charge": [-0.08, -0.71, -0.09, -0.22, -0.02, 0.09, 0.09, 0.03, 0.04, 0.01, -0.02, -0.12],
  "charge": -1,
  "mol_weight_da": 92.07,
  "homo_ev": -4.4,
  "relative_energy_kj_mol": 31.8
}

4.
{
  "formula": "C28H52CrP2",
  "method": "wB97M-V/def2-TZVPD",
  "symbols": ["Cr", "C", "C", "C", "C", "C", "C", "H", "H", "H", "C", "H", "H", "H", "C", "H", "H", "H", "C", "H", "H", "H", "C", "H", "H", "H", "C", "C", "C", "C", "C", "C", "C", "C", "H", "H", "H", "H", "H", "H", "H", "H", "H", "H", "H", "H", "P", "P", "C", "C", "H", "H", "H", "H", "C", "H", "H", "H", "C", "H", "H", "H", "C", "H", "H", "H", "C", "H", "H", "H", "C", "C", "C", "C", "H", "H", "H", "H", "H", "H", "H", "H", "H"],
  "positions_angstrom": [[-1.24061, -1.02851, -0.13220], [-0.71775, -1.33301, 2.51733], [-1.49899, -2.21314, 1.66633], [0.75914, -2.79910, 1.52394], [0.62617, -1.78676, 2.50401], [-0.52875, -3.05371, 0.95662], [-1.26645, -0.44658, 3.56495], [-2.32116, -0.19329, 3.37222], [-0.69256, 0.49176, 3.66643], [-1.21207, -0.98786, 4.52551], [1.65417, -1.45171, 3.52820], [1.29747, -0.68653, 4.23035], [2.57441, -1.07434, 3.06403], [1.95005, -2.32594, 4.13269], [1.98023, -3.60717, 1.30744], [2.44005, -3.94380, 2.24890], [2.74596, -3.04260, 0.75552], [1.76315, -4.49902, 0.71027], [-0.85002, -4.23369, 0.11275], [-0.87894, -5.14110, 0.74260], [-0.08097, -4.39378, -0.66622], [-1.83250, -4.12210, -0.36769], [-2.98242, -2.36943, 1.67476], [-3.30680, -3.24169, 2.26811], [-3.34992, -2.51903, 0.64318], [-3.47844, -1.47796, 2.08396], [-1.54269, 3.56205, -0.89884], [-2.28477, 3.25072, 0.19769], [-3.67897, 2.73354, 0.11543], [-4.00772, 1.84838, -1.11287], [-2.97668, 0.82414, -1.50304], [-2.03842, 1.06093, -2.46254], [-1.94436, 2.39730, -3.15145], [-2.05521, 3.69218, -2.29216], [-4.38055, 3.59238, 0.07973], [-4.29407, 2.45786, -1.98809], [-3.86087, 2.16847, 1.05156], [-3.07583, 4.11936, -2.31419], [-0.51998, 3.93085, -0.75681], [-1.93287, 3.56655, 1.20056], [-1.40298, 4.41951, -2.81095], [-1.01266, 2.41837, -3.75199], [-1.69492, 0.23227, -3.10342], [-2.79475, 2.46202, -3.86435], [-4.88716, 1.26982, -0.80232], [-3.12454, -0.19244, -1.07544], [1.03526, 1.38635, 0.00917], [0.44641, -1.22400, -2.02811], [1.04350, 1.62851, -1.79581], [1.03850, 0.36773, -2.70865], [1.95507, 2.22187, -1.95712], [0.19253, 2.26949, -2.05064], [0.44174, 0.54625, -3.61219], [2.07106, 0.17984, -3.02629], [1.72356, -2.42844, -2.46692], [1.61400, -3.33931, -1.85165], [2.72980, -2.00543, -2.29327], [1.62432, -2.70519, -3.53839], [-1.03900, -2.03796, -2.78402], [-1.02343, -1.90861, -3.86408], [-1.98486, -1.64696, -2.38480], [-1.02772, -3.11543, -2.55295], [1.21016, 2.76355, 1.14345], [0.62073, 2.53226, 2.04524], [0.81329, 3.67266, 0.67663], [2.25489, 2.88312, 1.44998], [-0.73296, 1.03954, 0.38742], [-1.82080, 0.56433, 0.22123], [-1.03526, 1.66127, -0.49072], [-1.04729, 1.54765, 1.31726], [4.48150, -0.51504, 1.29664], [3.56961, 0.69942, 1.13530], [4.40722, 1.89325, 0.62347], [2.40372, 0.26609, 0.22923], [4.92084, -0.78094, 0.33376], [3.92233, -1.38598, 1.65589], [5.29824, -0.31720, 2.00905], [3.16203, 0.96630, 2.12185], [5.05179, 1.58444, -0.20202], [3.81744, 2.74331, 0.25560], [5.07065, 2.28904, 1.40968], [2.83578, -0.00549, -0.74482], [1.91291, -0.62446, 0.64110]],
  "forces_ev_per_a": [[1.95, 0.36, 1.12], [-0.42, -1.85, -0.49], [1.74, 0.21, 0.05], [-1.05, 0.76, 0.70], [-0.36, -0.39, -0.76], [-0.76, 1.09, 0.70], [-0.36, 0.45, 0.32], [0.37, -0.01, 0.15], [-0.24, -0.28, 0.04], [-0.11, 0.39, -0.16], [0.52, 0.44, 0.13], [0.10, -0.16, -0.18], [-0.11, -0.02, 0.30], [-0.18, 0.18, -0.23], [0.51, -0.26, -0.48], [-0.17, 0.16, -0.19], [0.01, -0.13, 0.11], [0.06, 0.07, 0.12], [-0.04, -0.64, -0.11], [-0.07, 0.11, -0.39], [-0.43, -0.04, 0.23], [0.24, -0.20, 0.02], [-0.54, -0.13, -0.21], [0.06, 0.24, -0.18], [-0.25, -0.06, 0.35], [0.07, -0.29, -0.15], [-0.93, 1.27, 1.81], [0.52, 2.27, -1.46], [-0.40, 0.07, 0.19], [-0.28, -0.29, 0.79], [0.26, -0.50, -1.09], [-1.60, -0.48, -0.29], [-0.45, 0.26, -0.63], [0.45, -0.13, -0.82], [0.20, -0.36, 0.34], [0.18, -0.36, 0.44], [-0.20, 0.25, -0.49], [0.54, -0.36, 0.08], [-0.43, -0.01, 0.10], [0.07, -0.71, -0.65], [-0.45, -0.08, 0.31], [-0.51, 0.09, 0.19], [0.20, 0.44, 0.81], [0.58, -0.18, -0.01], [-0.06, 0.24, -0.30], [-0.25, 0.44, -0.70], [-1.31, -0.87, 0.26], [-0.98, -0.39, 2.02], [-0.19, 0.79, -0.01], [0.31, -0.02, -0.68], [-0.13, -0.16, -0.32], [0.34, -0.16, 0.09], [0.35, 0.39, 0.10], [-0.21, 0.02, -0.15], [0.51, -0.37, -0.31], [0.03, 0.43, -0.27], [-0.44, -0.26, -0.06], [0.18, 0.13, 0.57], [0.16, 0.16, -0.60], [-0.30, -0.15, -0.23], [0.16, -0.02, -0.24], [0.35, 0.40, -0.02], [0.79, 0.80, 0.03], [0.16, 0.00, -0.45], [0.23, -0.08, 0.35], [-0.39, 0.34, -0.13], [1.31, 0.00, -0.95], [-0.86, -1.36, 0.27], [0.53, -0.26, 1.10], [0.79, -0.29, -0.29], [0.15, -0.10, 0.43], [0.22, 0.21, 0.33], [-0.07, 0.08, -0.06], [0.54, -0.47, 0.39], [0.08, 0.00, -0.03], [0.19, 0.18, -0.07], [-0.25, -0.04, -0.28], [0.05, -0.12, -0.16], [-0.03, -0.07, -0.04], [0.06, -0.21, 0.08], [-0.28, -0.26, -0.19], [-0.31, 0.08, 0.08], [0.29, -0.20, 0.04]],
  "lowdin_charge": [0.43, -0.25, -0.36, -0.23, -0.23, -0.30, -0.05, 0.08, 0.08, 0.10, -0.03, 0.08, 0.05, 0.10, -0.03, 0.09, 0.07, 0.08, -0.07, 0.10, 0.06, 0.08, -0.06, 0.10, 0.07, 0.08, -0.16, -0.13, -0.16, -0.16, -0.17, -0.16, -0.19, -0.17, 0.13, 0.12, 0.12, 0.12, 0.09, 0.13, 0.12, 0.10, 0.07, 0.13, 0.12, 0.08, 0.95, 0.87, -0.28, -0.35, 0.11, 0.05, 0.08, 0.08, -0.24, 0.04, 0.05, 0.07, -0.25, 0.06, 0.02, 0.06, -0.15, 0.07, 0.06, 0.04, -0.37, 0.03, 0.00, 0.05, -0.08, -0.46, -0.07, -0.27, 0.09, 0.05, 0.10, 0.12, 0.08, 0.06, 0.10, 0.10, 0.07],
  "charge": 1,
  "mol_weight_da": 502.67,
  "homo_ev": [-9.3, -8.1],
  "spin_multiplicity": 4,
  "relative_energy_kj_mol": 268.7
}

5.
{
  "formula": "C3H4Cl3FO2S",
  "method": "wB97M-V/def2-TZVPD",
  "symbols": ["C", "C", "C", "Cl", "Cl", "Cl", "S", "O", "O", "F", "H", "H", "H", "H"],
  "positions_angstrom": [[-0.43555, 1.45980, 0.55811], [0.36842, 0.39830, -0.15987], [-0.58727, -0.41485, -1.42196], [0.34073, -1.31975, -2.57900], [-1.66327, -1.58162, -0.45115], [-1.56260, 0.77312, -2.21796], [0.74241, -1.01525, 0.90586], [1.29779, -2.18908, 0.29514], [-0.19459, -1.18141, 1.96060], [2.18537, -0.32683, 1.47575], [0.19846, 2.08491, 1.10456], [-1.01335, 1.84547, -0.17316], [-0.90707, 0.78467, 1.36837], [1.23052, 0.68251, -0.66527]],
  "forces_ev_per_a": [[1.13, -4.88, 2.93], [-2.57, -2.68, -1.80], [0.36, 0.31, 2.90], [0.26, 0.14, 0.16], [-0.04, 0.73, -1.41], [-0.31, 0.20, -0.37], [3.66, -1.04, 0.81], [-0.81, 1.14, -0.28], [0.52, 0.85, 0.31], [-2.14, -0.31, -0.15], [0.95, 1.41, 0.40], [-2.28, 1.89, -1.52], [-0.47, 1.78, -1.29], [1.73, 0.46, -0.70]],
  "lowdin_charge": [-0.08, -0.39, -1.50, 0.64, 0.60, 0.66, 0.63, -0.29, -0.30, -0.23, 0.08, -0.01, 0.11, 0.09],
  "mol_weight_da": 229.49,
  "homo_ev": -11.5,
  "relative_energy_kj_mol": 104.9
}

no.,E_tot (eV)
1,-6756.1973
2,-9878.7169
3,-9805.8706
4,-76865.8349
5,-58388.8625